Entry 1:
Computed, not measured: a structure of composition C17H29N5O2 at a distorted geometry, with the ωB97M-V functional and the def2-TZVPD basis.

Last column: natural (NBO) charge in e.
Element x y z (Å)
C: 4.866 3.872 -1.240  -0.645
C: 4.262 2.516 -0.995  0.150
C: 3.122 1.798 -1.464  -0.286
C: 3.306 0.641 -0.814  0.125
N: 4.388 0.726 -0.112  -0.305
N: 5.172 1.742 -0.176  -0.157
C: 6.510 1.928 0.548  -0.313
H: 6.637 1.078 0.780  0.186
H: 7.171 2.213 -0.481  0.199
H: 6.287 2.763 1.100  0.219
C: 2.495 -0.619 -1.058  -0.141
N: 1.154 -0.048 -0.631  -0.612
C: -0.047 0.220 -1.267  0.609
O: 0.109 -0.323 -2.551  -0.743
C: -1.273 0.647 -0.744  -0.396
H: -1.925 0.459 -1.311  0.215
H: -1.125 1.655 -0.244  0.235
C: -1.593 -0.284 0.659  -0.141
N: -3.159 -0.667 0.401  -0.377
C: -3.783 0.398 1.048  -0.281
C: -3.563 0.859 2.423  -0.257
N: -1.960 0.829 2.665  -0.497
C: -1.148 0.357 1.777  0.605
O: 0.121 0.536 2.129  -0.659
H: -1.864 1.459 3.191  0.364
H: -3.999 -0.095 3.096  0.191
H: -4.121 1.808 2.949  0.257
H: -3.641 1.283 0.282  0.192
H: -4.812 0.243 0.962  0.212
C: -3.448 -1.955 1.057  -0.226
H: -2.688 -2.381 1.543  0.195
H: -4.396 -1.739 1.469  0.199
C: -3.677 -2.957 -0.204  -0.156
C: -4.148 -4.134 0.469  -0.470
H: -5.038 -4.059 1.005  0.199
H: -4.307 -5.127 -0.524  0.137
H: -3.469 -4.561 0.941  0.178
C: -2.271 -3.312 -0.821  -0.554
H: -1.551 -3.527 -0.360  0.163
H: -2.377 -3.965 -1.809  0.216
H: -2.074 -2.293 -1.282  0.217
C: -4.509 -2.484 -1.031  -0.554
H: -5.592 -2.178 -0.553  0.190
H: -4.867 -2.907 -1.851  0.225
H: -4.349 -1.317 -1.597  0.207
H: -1.245 -1.233 0.607  0.245
H: 0.891 0.219 0.605  0.424
H: 2.161 -0.815 -1.805  0.194
H: 2.710 -1.334 -0.434  0.199
H: 2.606 2.248 -2.035  0.194
H: 5.805 3.915 -1.888  0.220
H: 4.122 4.458 -1.989  0.207
H: 4.815 4.459 -0.467  0.202

## Properties
Charge: 0
F_max: 18.331 eV/A
E_HOMO: -7.8 eV
Energy relative to the best compared isomer or geometry (same formula, charge and spin): 549.6 kcal per mole
LUMO energy: 0.41 eV

---

Entry 2:
Computed, not measured: an isolated molecule of C5H8O2, with the ωB97M-V functional and the def2-TZVPD basis.

Last column: natural (NBO) charge in e.
Element x y z (Å)
C: -1.284 -1.174 -0.497  -0.617
C: 0.125 -0.679 -0.236  -0.252
C: 0.454 0.125 1.079  0.088
O: -0.626 0.698 1.755  -0.703
C: 1.215 1.127 0.193  0.012
O: 0.167 1.723 -0.575  -0.507
C: 0.725 0.482 -1.025  0.050
H: -1.382 -1.527 -1.531  0.212
H: -2.028 -0.391 -0.327  0.217
H: -1.521 -2.013 0.166  0.217
H: 0.839 -1.511 -0.304  0.209
H: 1.044 -0.435 1.808  0.187
H: -0.965 1.375 1.145  0.480
H: 2.111 1.711 0.381  0.206
H: 1.127 0.490 -2.033  0.203

## Properties
SMILES: C[C@@H]1[C@H](O)[C@@H]2O[C@H]12
Charge: 0
F_max: 0.379 eV/A
E_HOMO: -9.8 eV
Energy relative to the best compared isomer or geometry (same formula, charge and spin): 53.5 kcal per mole
LUMO energy: 1.02 eV

---

Entry 3:
Computed, not measured: a cluster of 2 separate species, C16H19 in total at a distorted geometry, with the ωB97M-V functional and the def2-TZVPD basis.

Last column: natural (NBO) charge in e.
Element x y z (Å)
C: -1.685 -2.547 0.012  -0.728
C: -0.898 -1.577 0.801  0.444
C: -1.655 -0.971 1.915  -0.716
C: 0.511 -1.687 0.839  -0.245
C: 1.333 -0.804 1.604  -0.023
C: 2.710 -0.978 1.637  -0.244
C: 3.313 -2.033 0.944  -0.076
C: 2.521 -2.948 0.242  -0.223
C: 1.151 -2.777 0.181  -0.082
H: -1.281 -2.741 -0.979  0.254
H: -1.745 -3.508 0.537  0.287
H: -2.708 -2.186 -0.107  0.254
H: -1.154 -0.138 2.401  0.243
H: -2.620 -0.621 1.545  0.251
H: -1.869 -1.718 2.686  0.289
H: 0.868 0.021 2.142  0.218
H: 3.324 -0.292 2.222  0.245
H: 4.390 -2.173 0.986  0.243
H: 2.969 -3.811 -0.254  0.246
H: 0.532 -3.497 -0.363  0.228
H: -0.786 0.363 -0.151  0.182
C: -1.276 1.385 -0.386  -0.471
C: -0.503 2.469 0.273  -0.158
C: 0.329 3.407 -0.246  -0.208
C: 0.641 3.704 -1.605  -0.203
C: 0.080 3.171 -2.735  -0.187
C: -0.961 2.200 -2.822  -0.241
C: -1.572 1.486 -1.845  -0.088
H: -2.253 1.311 0.139  0.214
H: -0.596 2.455 1.364  0.200
H: 0.838 4.057 0.478  0.223
H: 1.358 4.526 -1.756  0.224
H: 0.399 3.605 -3.694  0.224
H: -1.320 2.027 -3.846  0.224
H: -2.383 0.822 -2.161  0.197

## Properties
Charge: +1
F_max: 2.294 eV/A
E_HOMO: -10.6 eV
Energy relative to the best compared isomer or geometry (same formula, charge and spin): 24.1 kcal per mole
LUMO energy: -5.87 eV

---

Entry 4:
Computed, not measured: a structure of composition C55H40BrN3O2PbS6Se, with the ωB97M-V functional and the def2-TZVPD basis.

Last column: Mulliken charge in e.
Element x y z (Å)
Pb: 0.647 -0.726 -1.094  0.160
S: 0.562 -1.719 -3.705  -0.398
S: -1.002 -3.064 -3.488  -0.168
S: -0.743 -3.984 -1.676  -0.143
S: -1.396 -2.669 -0.220  -0.480
C: 4.416 -0.235 7.567  -1.615
C: 3.461 -0.111 6.411  0.774
C: 3.889 -0.355 5.109  -0.905
C: 3.014 -0.258 4.038  -0.776
C: 1.696 0.092 4.282  -0.092
C: 1.233 0.302 5.571  -0.182
C: 2.124 0.214 6.629  -0.953
S: 0.591 0.224 2.871  1.026
O: 1.337 -0.389 1.748  -0.166
C: 0.793 2.017 2.645  1.507
C: 1.838 2.385 1.773  -0.565
C: 2.088 3.701 1.539  -0.895
C: 1.268 4.701 2.117  0.679
C: 1.473 6.072 1.823  -0.832
C: 0.647 7.029 2.332  -0.712
C: -0.437 6.656 3.157  -0.926
C: -0.651 5.344 3.466  -1.091
C: 0.207 4.328 2.971  1.105
C: -0.005 2.943 3.263  -1.458
C: -1.037 2.571 4.279  -0.437
C: -0.795 2.919 5.652  0.923
C: 0.448 3.452 6.079  -0.539
C: 0.662 3.772 7.389  -0.875
C: -0.355 3.578 8.348  -0.623
C: -1.550 3.038 7.970  -0.992
C: -1.794 2.682 6.621  1.277
C: -3.022 2.089 6.226  -1.369
C: -3.229 1.736 4.931  -0.876
C: -2.225 1.962 3.958  0.348
S: -2.649 1.700 2.221  2.302
O: -3.631 2.775 1.899  -0.980
C: -3.612 0.200 2.420  -0.194
C: -4.874 0.206 1.855  -0.680
C: -5.629 -0.959 1.864  -0.698
C: -5.128 -2.130 2.413  1.170
C: -5.892 -3.419 2.326  -1.554
C: -3.867 -2.102 3.005  -0.719
C: -3.107 -0.950 3.013  -0.327
H: 5.443 -0.059 7.248  0.382
H: 4.373 -1.236 8.001  0.305
H: 4.172 0.478 8.356  0.387
H: 4.921 -0.631 4.923  0.597
H: 3.331 -0.473 3.024  0.626
H: 0.191 0.538 5.751  0.730
H: 1.773 0.394 7.639  0.398
H: 2.410 1.602 1.293  0.581
H: 2.891 3.995 0.876  0.257
H: 2.288 6.335 1.160  0.416
H: 0.808 8.073 2.092  0.355
H: -1.113 7.414 3.533  0.419
H: -1.498 5.069 4.080  0.498
H: 1.239 3.587 5.355  0.523
H: 1.622 4.169 7.694  0.438
H: -0.181 3.849 9.382  0.388
H: -2.335 2.868 8.698  0.433
H: -3.792 1.928 6.971  0.376
H: -4.167 1.297 4.619  0.594
H: -5.245 1.119 1.406  0.545
H: -6.609 -0.962 1.403  0.294
H: -6.914 -3.251 1.988  0.373
H: -5.925 -3.930 3.290  0.355
H: -5.408 -4.088 1.611  0.289
H: -3.459 -3.007 3.439  0.382
H: -2.124 -0.954 3.463  0.358
Br: 3.355 0.662 -1.747  -0.219
C: 2.734 2.440 -2.052  0.663
C: 3.672 3.336 -2.481  -0.751
C: 3.317 4.687 -2.674  -0.544
C: 2.042 5.091 -2.409  -0.940
C: 1.066 4.172 -1.949  1.596
C: -0.231 4.631 -1.619  -1.084
C: -1.154 3.759 -1.123  -1.021
C: -0.828 2.393 -0.984  0.231
C: 0.396 1.850 -1.306  -1.273
C: 1.378 2.787 -1.774  0.426
H: 4.685 3.006 -2.663  0.433
H: 4.063 5.392 -3.019  0.377
H: 1.755 6.130 -2.533  0.351
H: -0.463 5.683 -1.749  0.298
H: -2.144 4.105 -0.846  0.410
H: -1.616 1.741 -0.626  0.456
N: -5.810 0.285 -6.300  -0.566
C: -4.980 0.201 -5.508  -0.080
C: -3.949 0.107 -4.506  0.746
C: -4.125 -0.694 -3.389  -0.804
C: -3.107 -0.730 -2.443  -0.581
N: -1.987 -0.029 -2.557  0.528
C: -1.819 0.718 -3.645  -0.217
C: -2.765 0.829 -4.646  -0.779
H: -5.019 -1.287 -3.260  0.475
H: -3.180 -1.362 -1.563  0.484
H: -0.878 1.251 -3.710  0.380
H: -2.589 1.452 -5.511  0.459
Se: 3.156 -3.173 -0.151  -0.329
C: 4.517 -2.399 0.888  0.034
C: 4.635 -2.623 2.274  -0.356
C: 5.648 -2.033 3.002  -0.347
N: 6.581 -1.216 2.499  -0.813
C: 6.466 -0.987 1.185  -0.490
C: 5.493 -1.527 0.368  -0.403
H: 3.914 -3.264 2.765  0.282
H: 5.721 -2.225 4.071  0.742
H: 7.211 -0.319 0.759  0.364
H: 5.472 -1.281 -0.687  0.511

## Properties
Charge: -2
F_max: 0.650 eV/A
E_HOMO: -1.1 eV
Energy relative to the best compared isomer or geometry (same formula, charge and spin): 0.0 kcal per mole
LUMO energy: 3.18 eV

---

Entry 5:
Computed, not measured: a structure of composition C4H10As2F12N2O2Tl at a distorted geometry, with the ωB97M-V functional and the def2-TZVPD basis.

Last column: natural (NBO) charge in e.
Element x y z (Å)
Tl: 1.180 0.406 -0.641  1.151
As: -1.897 -1.333 -3.617  2.803
F: -2.761 0.102 -3.016  -0.632
F: -2.788 -2.300 -2.379  -0.525
F: -1.124 -2.824 -4.091  -0.569
F: -1.083 -0.349 -4.840  -0.597
F: -0.647 -0.989 -2.407  -0.650
F: -3.262 -1.684 -4.703  -0.555
As: 3.644 -3.090 1.383  2.783
F: 4.073 -2.039 2.757  -0.623
F: 5.304 -2.836 0.677  -0.575
F: 3.265 -4.113 -0.047  -0.558
F: 2.010 -3.328 2.063  -0.598
F: 2.933 -1.637 0.527  -0.675
F: 4.240 -4.521 2.223  -0.583
O: -0.758 2.498 -1.433  -0.404
C: -1.468 3.350 -1.975  0.671
N: -2.287 3.018 -2.908  -0.683
C: -1.478 4.772 -1.470  -0.676
H: -3.129 3.541 -3.102  0.437
H: -2.264 2.031 -3.122  0.457
H: -0.673 5.360 -1.909  0.279
H: -1.363 4.781 -0.386  0.259
H: -2.429 5.266 -1.667  0.261
O: 0.298 -0.567 2.009  -0.326
C: 0.407 -0.590 3.258  0.635
N: 1.466 -1.117 3.727  -0.546
C: -0.593 0.027 4.163  -0.691
H: 1.549 -1.030 4.730  0.435
H: 2.204 -1.384 3.090  0.478
H: -0.427 1.100 4.071  0.271
H: -0.528 -0.335 5.189  0.267
H: -1.614 -0.188 3.849  0.282

## Properties
Charge: +1
F_max: 3.802 eV/A
E_HOMO: -14.9 eV
LUMO energy: -12.54 eV

---

Entry 6:
Computed, not measured: a cluster of 2 separate species, C5H9NO in total at a distorted geometry, with the ωB97M-V functional and the def2-TZVPD basis.

Last column: natural (NBO) charge in e.
Element x y z (Å)
C: -1.704 -0.515 1.249  -0.719
C: 0.511 0.791 -0.369  0.154
C: -0.059 0.232 -1.606  -0.802
C: 1.714 0.130 0.127  -0.286
O: 2.123 -1.077 -0.491  -0.742
C: -1.964 0.919 1.069  0.287
N: -2.240 2.034 0.936  -0.318
H: -0.661 -0.809 1.073  0.246
H: -1.950 -0.779 2.279  0.254
H: -2.342 -1.094 0.571  0.254
H: -1.107 0.513 -1.760  0.237
H: 0.133 -0.821 -1.852  0.218
H: 0.513 0.842 -2.333  0.288
H: 2.445 0.953 -0.012  0.241
H: 1.622 0.023 1.224  0.216
H: 2.966 -1.343 -0.105  0.473

## Properties
Charge: 0
F_max: 1.244 eV/A
E_HOMO: -8.4 eV
Energy relative to the best compared isomer or geometry (same formula, charge and spin): 115.9 kcal per mole
LUMO energy: 0.29 eV

---

The highest E_HOMO belongs to which entry?
C55H40BrN3O2PbS6Se

---

Number 6 is which compound?
C5H9NO

---

Which of these has the highest LUMO energy?
C55H40BrN3O2PbS6Se

---

What is the formula in the sixth record?
C5H9NO